Record 1
Entry from the Open Molecules 2025 dataset: a cluster of 8 separate species, C29H51F9O9S in total in a non-equilibrium geometry (the ωB97M-V functional and the def2-TZVPD basis).

Bonds (Å) are listed after each position.
Cartesian coordinates (Å):
1 S -1.41145 -0.20731 2.95117  F4 1.749, F5 1.750, F6 1.705, F7 1.719, F10 1.700, C43 1.848
2 F 0.30642 2.37505 1.84660  C48 1.469
3 F -0.97174 1.47116 5.01448  C43 1.514
4 F -2.46829 -0.14226 4.34347  S1 1.749
5 F -0.75542 -1.66785 3.65639  S1 1.750
6 F -2.26653 1.13291 2.33636  S1 1.705
7 F -2.57724 -1.21321 2.18627  S1 1.719
8 F 0.63243 3.14413 4.05621  C48 1.516
9 F 0.66658 -0.20923 4.67578  C43 1.513
10 F -0.42811 -0.41604 1.58067  S1 1.700
11 O 2.65671 3.99901 -6.84646  C36 1.230
12 O 4.94452 -0.98975 5.51765  C39 1.340
13 O 5.71650 -2.11392 0.68359  C41 1.230
14 O -8.14738 -1.76080 3.71622  C35 1.230
15 O -5.73604 -5.10392 3.41634  C46 1.230
16 O 3.85262 2.01162 -1.32423  C30 1.230
17 O 2.93354 7.13247 -2.48825  C26 1.230
18 O -4.95348 -7.02556 -1.51753  C25 1.230
19 O 3.51360 -1.86566 3.69957  C39 1.498, C44 1.482
20 C 2.79731 0.87296 1.70518  C29 1.652, C37 1.636, H78 1.194, H92 1.168
21 C 2.68720 2.48449 -3.35382  C30 1.505, H77 1.095, H80 1.093, H86 1.093
22 C 5.16161 -0.06038 2.98573  C29 1.639, C39 1.639, H89 1.188, H93 1.170
23 C 5.03571 -3.16748 -1.34806  C41 1.505, H57 1.093, H63 1.093, H96 1.095
24 C -9.31280 -1.28794 1.68663  C35 1.505, H51 1.093, H62 1.093, H72 1.095
25 C -5.59414 -7.45725 -0.56050  O18 1.230, C40 1.505, C45 1.505
26 C 2.61492 7.97215 -3.32857  O17 1.230, C27 1.505, C33 1.505
27 C 3.05686 9.40597 -3.20730  C26 1.505, H81 1.093, H91 1.095, H99 1.093
28 C 7.50307 -2.98037 -0.64249  C41 1.505, H55 1.093, H60 1.093, H83 1.095
29 C 3.96685 -0.27944 1.88551  C20 1.652, C22 1.639, C44 1.639, H87 1.184
30 C 3.53401 2.85130 -2.16454  O16 1.230, C21 1.505, C38 1.505
31 C 0.78013 2.57398 -7.23212  C36 1.505, H54 1.093, H56 1.093, H65 1.095
32 C 2.82701 2.62323 -8.79050  C36 1.505, H61 1.093, H66 1.093, H85 1.095
33 C 1.76811 7.60534 -4.51785  C26 1.505, H52 1.095, H69 1.093, H90 1.093
34 C -8.02406 0.51270 2.99718  C35 1.505, H59 1.095, H73 1.093, H79 1.093
35 C -8.46599 -0.92113 2.87591  O14 1.230, C24 1.505, C34 1.505
36 C 2.13504 3.14269 -7.55869  O11 1.230, C31 1.505, C32 1.505
37 C 2.33501 1.59893 3.09690  C20 1.636, C48 1.674, H82 1.175, H98 1.195
38 C 3.97594 4.28512 -2.04328  C30 1.505, H49 1.095, H50 1.093, H95 1.093
39 C 4.60263 -0.97997 4.22239  O12 1.340, O19 1.498, C22 1.639
40 C -6.49445 -8.65565 -0.69942  C25 1.505, H58 1.093, H68 1.095, H76 1.093
41 C 6.05460 -2.70090 -0.34298  O13 1.230, C23 1.505, C28 1.505
42 C -3.71802 -3.86067 3.70437  C46 1.505, H64 1.093, H67 1.095, H97 1.093
43 C -0.18678 0.78412 3.91745  S1 1.848, F3 1.514, F9 1.513, C48 1.603
44 C 3.31390 -1.74157 2.23683  O19 1.482, C29 1.639, H74 1.171, H84 1.170
45 C -5.50810 -6.80748 0.79459  C25 1.505, H70 1.093, H71 1.095, H75 1.093
46 C -5.16252 -4.17700 3.98608  O15 1.230, C42 1.505, C47 1.505
47 C -5.87807 -3.31545 4.99185  C46 1.505, H53 1.093, H88 1.095, H94 1.093
48 C 0.69197 1.90592 3.18404  F2 1.469, F8 1.516, C37 1.674, C43 1.603
49 H 4.57998 4.40331 -1.13733  C38 1.095
50 H 4.58482 4.56075 -2.90801  C38 1.093
51 H -10.24354 -0.71519 1.70252  C24 1.093
52 H 1.52408 6.53860 -4.47434  C33 1.095
53 H -5.38625 -3.39341 5.96474  C47 1.093
54 H 0.85936 1.49640 -7.06740  C31 1.093
55 H 7.79181 -2.48679 -1.57393  C28 1.093
56 H 0.08263 2.78423 -8.04684  C31 1.093
57 H 5.21455 -2.68225 -2.31094  C23 1.093
58 H -7.52445 -8.37578 -0.46431  C40 1.093
59 H -7.42002 0.63088 3.90312  C34 1.095
60 H 7.66591 -4.05854 -0.71669  C28 1.093
61 H 2.99741 1.54785 -8.69521  C32 1.093
62 H -8.76133 -1.09261 0.76346  C24 1.093
63 H 5.08856 -4.25401 -1.45368  C23 1.093
64 H -3.63055 -2.84623 3.30709  C42 1.093
65 H 0.40129 3.04149 -6.31699  C31 1.095
66 H 2.22075 2.83572 -9.67469  C32 1.093
67 H -3.33132 -4.56364 2.95894  C42 1.095
68 H -6.45706 -9.01986 -1.73156  C40 1.095
69 H 2.31958 7.80067 -5.44102  C33 1.093
70 H -6.49411 -6.44525 1.09632  C45 1.093
71 H -4.82163 -5.95548 0.74558  C45 1.095
72 H -9.55684 -2.35467 1.73014  C24 1.095
73 H -8.89739 1.16565 3.07148  C34 1.093
74 H 3.79132 -2.62256 1.63016  C44 1.171
75 H -5.12527 -7.52344 1.52631  C45 1.093
76 H -6.15558 -9.45394 -0.03423  C40 1.093
77 H 2.44316 1.41775 -3.31031  C21 1.095
78 H 3.28251 1.70624 1.00102  C20 1.194
79 H -7.41518 0.78832 2.13244  C34 1.093
80 H 3.23867 2.67982 -4.27699  C21 1.093
81 H 2.18352 10.05892 -3.13300  C27 1.093
82 H 2.76040 1.11006 4.07714  C37 1.175
83 H 8.12398 -2.58721 0.16958  C28 1.095
84 H 2.17727 -1.63932 1.97692  C44 1.170
85 H 3.79514 3.12315 -8.90087  C32 1.095
86 H 1.75646 3.05724 -3.33793  C21 1.093
87 H 4.56827 -0.32279 0.86710  C29 1.184
88 H -6.91283 -3.65964 5.09365  C47 1.095
89 H 6.03309 -0.73887 2.54718  C22 1.188
90 H 0.83738 8.17809 -4.50196  C33 1.093
91 H 3.66089 9.52416 -2.30136  C27 1.095
92 H 1.94141 0.38616 1.07688  C20 1.168
93 H 5.59968 1.00578 3.18660  C22 1.170
94 H -5.88684 -2.27673 4.65189  C47 1.093
95 H 3.10261 4.93807 -1.96898  C38 1.093
96 H 4.03295 -2.89745 -1.00031  C23 1.095
97 H -3.12990 -3.96298 4.61989  C42 1.093
98 H 2.82072 2.69066 3.06593  C37 1.195
99 H 3.66574 9.68160 -4.07203  C27 1.093

Summary:
- Energy relative to the best compared isomer or geometry (same formula, charge and spin): 674.0 kJ/mol
- SMILES string: O=C1C[C@H](CCC(F)(F)C(F)(F)S(F)(F)(F)(F)F)CO1.CC(C)=O.CC(C)=O.CC(C)=O.CC(C)=O.CC(C)=O.CC(C)=O.CC(C)=O
- HOMO level: -9.08 eV

***

Record 2
Entry from the Open Molecules 2025 dataset: a cluster of 5 separate species, C29H51IN6O3S2 in total (the ωB97M-V functional and the def2-TZVPD basis).

Bonds (Å) are listed after each position.
Cartesian coordinates (Å):
1 I -1.82381 5.56470 1.98648  C40 2.181
2 S -2.64896 -2.52865 3.46756  C13 1.755, C21 1.807
3 S -2.94999 -4.51797 1.25127  C13 1.627
4 O 2.37609 2.84157 2.50052  C38 1.199
5 O -2.54927 2.44501 0.68003  C34 1.198
6 O -1.61919 2.67413 2.72278  C34 1.376, C40 1.408
7 N 2.03144 4.68511 -3.50634  C17 1.149
8 N -2.34046 -5.08984 3.82412  C13 1.414, C15 1.482, C39 1.477
9 N 0.32951 3.36050 1.59111  C35 1.470, C38 1.460, C40 1.438
10 N -3.05195 -8.62041 -0.16441  C36 1.148
11 N -4.64110 8.18172 1.99552  C28 1.148
12 N 5.28304 2.63864 -6.49201  C22 1.148
13 C -2.65390 -4.15613 2.80990  S2 1.755, S3 1.627, N8 1.414
14 C -3.29766 -0.06819 2.50747  C20 1.542, C21 1.529, H48 1.090, H50 1.091
15 C -3.19456 -6.30060 3.80880  N8 1.482, C37 1.533, H56 1.092, H60 1.088
16 C 4.26443 2.15319 -2.70221  C31 1.535, C41 1.522, H83 1.092, H84 1.091
17 C 2.48331 3.63182 -3.58421  N7 1.149, C31 1.463
18 C -5.96368 5.04872 1.42696  C29 1.535, C32 1.522, H52 1.092, H88 1.092
19 C -0.17150 -10.45790 0.39896  C23 1.533, C26 1.523, H46 1.091, H58 1.092
20 C -1.98060 0.46265 1.90552  C14 1.542, C34 1.497, H61 1.089, H87 1.088
21 C -3.50678 -1.55361 2.21132  S2 1.807, C14 1.529, H69 1.087, H75 1.089
22 C 5.69784 3.66508 -6.79648  N12 1.148, C25 1.462
23 C -1.57205 -10.77051 -0.14146  C19 1.533, C36 1.463, H71 1.092, H74 1.091
24 C 7.50365 4.83937 -8.03245  C25 1.533, C27 1.523, H49 1.091, H70 1.091
25 C 6.22889 4.96883 -7.19084  C22 1.462, C24 1.533, H78 1.092, H82 1.091
26 C 0.56395 -9.41808 -0.43557  C19 1.523, H54 1.091, H63 1.090, H72 1.092
27 C 8.63116 4.13715 -7.28799  C24 1.523, H45 1.090, H47 1.091, H80 1.092
28 C -5.41360 7.34856 2.16160  N11 1.148, C29 1.463
29 C -6.36161 6.24395 2.30390  C18 1.535, C28 1.463, H62 1.092, H86 1.091
30 C 1.91723 5.16995 2.41524  C38 1.506, H64 1.087, H79 1.092, H85 1.087
31 C 3.07537 2.29661 -3.66275  C16 1.535, C17 1.463, H57 1.092, H91 1.091
32 C -5.92634 5.38721 -0.05644  C18 1.522, H76 1.092, H81 1.091, H90 1.090
33 C -0.06443 -4.27700 4.49935  C39 1.526, H44 1.090, H68 1.089, H92 1.090
34 C -2.07232 1.93580 1.65357  O5 1.198, O6 1.376, C20 1.497
35 C 0.26906 3.80978 0.19300  N9 1.470, H42 1.092, H59 1.084, H65 1.091
36 C -2.42236 -9.58049 -0.15375  N10 1.148, C23 1.463
37 C -2.69700 -7.50058 2.99532  C15 1.533, H51 1.086, H67 1.089, H73 1.091
38 C 1.61367 3.71268 2.18942  O4 1.199, N9 1.460, C30 1.506
39 C -0.89715 -5.39905 3.88684  N8 1.477, C33 1.526, H77 1.097, H89 1.088
40 C -0.73388 3.74193 2.48065  I1 2.181, O6 1.408, N9 1.438, H55 1.085
41 C 5.38485 3.14042 -2.99842  C16 1.522, H43 1.092, H53 1.089, H66 1.090
42 H 0.59277 4.84249 0.04959  C35 1.092
43 H 5.04462 4.17063 -2.87707  C41 1.092
44 H -0.63273 -3.78043 5.28577  C33 1.090
45 H 9.52989 4.09248 -7.90234  C27 1.090
46 H 0.39672 -11.38937 0.42201  C19 1.091
47 H 8.35478 3.11435 -7.02803  C27 1.091
48 H -4.13882 0.48912 2.09394  C14 1.090
49 H 7.81640 5.84333 -8.32339  C24 1.091
50 H -3.27383 0.09288 3.58662  C14 1.091
51 H -2.11759 -7.19193 2.13018  C37 1.086
52 H -4.98517 4.68402 1.74570  C18 1.092
53 H 5.74443 3.01478 -4.01898  C41 1.089
54 H 0.03394 -8.46463 -0.43225  C26 1.091
55 H -0.33789 3.96972 3.46466  C40 1.085
56 H -3.32127 -6.58340 4.85573  C15 1.092
57 H 3.39230 2.12845 -4.69388  C31 1.092
58 H -0.25870 -10.11205 1.43085  C19 1.092
59 H -0.72806 3.67194 -0.20962  C35 1.084
60 H -4.16352 -5.98890 3.42528  C15 1.088
61 H -1.77416 -0.02896 0.95590  C20 1.089
62 H -7.35417 6.61066 2.03459  C29 1.092
63 H 1.56478 -9.24454 -0.04094  C26 1.090
64 H 1.48137 5.82291 1.66395  C30 1.087
65 H 0.94545 3.17778 -0.38480  C35 1.091
66 H 6.22352 2.98735 -2.31868  C41 1.090
67 H -3.54983 -8.05931 2.61214  C37 1.089
68 H 0.86309 -4.66871 4.91454  C33 1.089
69 H -3.14348 -1.82931 1.22433  C21 1.087
70 H 7.27061 4.29968 -8.95198  C24 1.091
71 H -1.51268 -11.15475 -1.16170  C23 1.092
72 H 0.66440 -9.74520 -1.47228  C26 1.092
73 H -2.10854 -8.18193 3.61183  C37 1.091
74 H -2.06164 -11.53030 0.46929  C23 1.091
75 H -4.56194 -1.81792 2.27124  C21 1.089
76 H -6.89547 5.75289 -0.40285  C32 1.092
77 H -0.53432 -5.60160 2.87210  C39 1.097
78 H 6.42772 5.53773 -6.27993  C25 1.092
79 H 1.51197 5.47741 3.38160  C30 1.092
80 H 8.88152 4.66474 -6.36558  C27 1.092
81 H -5.17980 6.15463 -0.26521  C32 1.091
82 H 5.44728 5.49332 -7.74184  C25 1.091
83 H 3.91445 2.28616 -1.67604  C16 1.092
84 H 4.63765 1.13105 -2.78107  C16 1.091
85 H 2.99546 5.30362 2.44307  C30 1.087
86 H -6.38923 5.95603 3.35583  C29 1.091
87 H -1.15641 0.27087 2.58973  C20 1.088
88 H -6.68022 4.24575 1.61007  C18 1.092
89 H -0.79597 -6.30778 4.47738  C39 1.088
90 H -5.66855 4.50649 -0.64376  C32 1.090
91 H 2.30326 1.56471 -3.42147  C31 1.091
92 H 0.18627 -3.52303 3.75390  C33 1.090

Summary:
- SMILES string: CCN(CC)C(=S)SCCCC(=O)O[C@H](I)N(C)C(C)=O.CCCC#N.CCCC#N.CCCC#N.CCCC#N
- HOMO level: -8.36 eV

***

Orbital gap per entry: 6.858; 8.516 eV